(1)
A structure of composition C37H51AsN4RuSe. Source: the Open Molecules 2025 dataset; level of theory: ωB97M-V/def2-TZVPD.

Geometry as XYZ:
```
95
C37H51AsN4RuSe, DFT ωB97M-V/def2-TZVPD
Ru 0.511 1.020 -0.670
N 0.368 1.541 1.386
C 1.725 1.964 1.850
C 2.816 1.450 0.914
N 2.468 1.915 -0.442
C 3.320 1.469 -1.572
C 2.648 0.375 -2.403
N 1.239 0.779 -2.652
H -0.281 2.319 1.475
H -0.002 0.781 1.949
H 1.905 1.646 2.876
H 1.738 3.057 1.835
H 2.841 0.359 0.902
H 3.796 1.818 1.234
H 2.415 2.932 -0.427
H 4.293 1.134 -1.208
H 3.495 2.338 -2.208
H 2.623 -0.563 -1.847
H 3.204 0.208 -3.328
H 0.722 0.128 -3.235
H 1.199 1.681 -3.123
C 2.229 7.431 1.816
C 1.453 6.357 1.107
C 1.764 5.976 -0.191
C 1.037 4.997 -0.863
C 1.358 4.721 -2.311
C -0.017 4.343 -0.215
Se -0.994 2.933 -1.095
C -0.376 4.746 1.085
C -1.576 4.207 1.829
C 0.372 5.734 1.719
H 3.066 7.779 1.213
H 2.623 7.069 2.767
H 1.593 8.290 2.034
H 2.576 6.474 -0.711
H 2.185 5.343 -2.652
H 0.490 4.911 -2.942
H 1.631 3.676 -2.467
H -1.849 3.194 1.537
H -2.460 4.811 1.614
H -1.407 4.247 2.906
H 0.089 6.035 2.723
C 1.645 -6.474 -3.732
C 1.273 -5.258 -2.933
C 0.507 -4.241 -3.474
C 0.142 -3.110 -2.744
C -0.697 -2.087 -3.465
C 0.549 -3.004 -1.413
As 0.240 -1.506 -0.188
N -0.979 -0.197 -0.824
C -2.373 -0.086 -0.598
C -3.258 -0.088 -1.672
C -4.620 0.074 -1.464
C -5.118 0.236 -0.180
C -4.241 0.253 0.895
C -2.880 0.100 0.688
C -0.753 -2.278 1.290
C -1.945 -2.979 1.056
C -2.432 -3.366 -0.315
C -2.703 -3.384 2.149
C -2.321 -3.119 3.456
C -3.174 -3.541 4.619
C -1.117 -2.461 3.664
C -0.318 -2.048 2.605
C 1.021 -1.442 2.956
C 1.361 -4.011 -0.852
C 1.892 -3.934 0.558
C 1.700 -5.115 -1.617
H 1.251 -6.419 -4.746
H 1.252 -7.379 -3.266
H 2.728 -6.584 -3.794
H 0.171 -4.321 -4.503
H -1.599 -2.552 -3.866
H -0.151 -1.688 -4.327
H -1.001 -1.268 -2.820
H -2.878 -0.200 -2.679
H -5.293 0.079 -2.311
H -6.180 0.362 -0.019
H -4.616 0.391 1.901
H -2.205 0.112 1.536
H -2.188 -2.631 -1.077
H -3.514 -3.487 -0.307
H -1.983 -4.315 -0.619
H -3.631 -3.914 1.968
H -4.063 -4.073 4.286
H -3.495 -2.674 5.199
H -2.619 -4.195 5.292
H -0.779 -2.276 4.679
H 1.678 -2.208 3.372
H 0.915 -0.670 3.722
H 1.536 -1.016 2.096
H 2.354 -2.964 0.769
H 2.656 -4.693 0.712
H 1.106 -4.092 1.300
H 2.317 -5.888 -1.172
```

Computed properties:
HOMO energy (alpha / beta)	-9.70 / -9.64	eV
spin multiplicity	2
frontier orbital gap (alpha / beta)	7.36 / 6.84	eV
expectation value of S²	0.7581
net charge	+1
energy relative to the best compared isomer or geometry (same formula, charge and spin)	42.45	kJ/mol



(2)
A structure of composition C37H51BClN10PrS4. Source: the Open Molecules 2025 dataset; level of theory: ωB97M-V/def2-TZVPD.

Geometry as XYZ:
```
105
C37H51BClN10PrS4, DFT ωB97M-V/def2-TZVPD
Pr 0.331 -1.095 2.951
C 4.634 2.426 0.332
C 3.369 2.322 -0.474
C 3.176 3.100 -1.577
C 1.904 3.114 -2.282
N 0.942 2.332 -1.849
N 1.227 1.456 -0.800
B -0.003 0.642 -0.480
N -0.027 -0.770 -0.957
N 0.638 -0.734 -2.180
C 0.597 -1.841 -2.890
C -0.022 -3.061 -2.474
C -0.672 -3.055 -1.223
C -1.000 -4.387 -0.615
C -0.728 -1.842 -0.502
S -1.651 -1.757 1.029
C 1.302 -1.734 -4.213
C 2.745 -2.256 -3.988
C 0.625 -2.532 -5.304
C 1.302 -0.252 -4.638
N -1.251 1.433 -0.167
N -2.027 1.476 -1.341
C -3.202 2.076 -1.224
C -3.651 2.499 0.013
C -2.884 2.520 1.167
C -3.397 3.118 2.434
C -1.607 1.926 1.053
S -0.472 1.998 2.363
C -4.101 2.195 -2.458
C -3.857 3.618 -2.881
C -5.584 1.966 -2.002
C -3.714 1.293 -3.646
C 2.323 1.373 -0.052
S 2.473 0.257 1.196
C 1.597 4.101 -3.321
C 1.925 5.472 -2.732
C 2.487 3.958 -4.458
C 0.119 4.039 -3.701
H 4.431 1.954 1.294
H 5.449 1.783 -0.134
H 5.015 3.467 0.336
H 4.034 3.657 -2.020
H -0.029 -3.970 -3.120
H -1.391 -5.079 -1.374
H -0.124 -4.805 -0.153
H -1.844 -4.339 0.134
H 2.681 -3.282 -3.639
H 3.129 -2.340 -4.995
H 3.406 -1.705 -3.321
H 0.791 -3.619 -5.149
H -0.484 -2.441 -5.540
H 1.067 -2.310 -6.269
H 2.049 0.383 -4.050
H 1.602 -0.230 -5.673
H 0.322 0.172 -4.454
H -4.620 2.884 0.119
H -4.265 3.801 2.285
H -3.652 2.290 3.115
H -2.560 3.645 2.846
H -4.166 4.317 -2.063
H -2.829 3.875 -3.076
H -4.468 3.946 -3.756
H -5.934 2.896 -1.550
H -6.269 1.772 -2.850
H -5.789 1.110 -1.308
H -2.613 1.489 -3.868
H -3.751 0.178 -3.439
H -4.289 1.485 -4.527
H 2.985 5.539 -2.654
H 1.628 6.307 -3.404
H 1.405 5.695 -1.806
H 3.582 4.221 -4.261
H 2.462 2.982 -4.963
H 2.144 4.695 -5.156
H -0.571 4.312 -2.852
H -0.043 4.644 -4.627
H -0.166 2.982 -3.933
C -0.569 -6.455 4.975
C 0.609 -5.575 4.851
N 1.800 -6.024 5.153
N 2.642 -5.018 4.737
C 1.980 -4.054 4.050
S 2.738 -2.783 3.230
N 0.638 -4.368 4.183
N -0.400 -3.595 3.629
H -1.000 -6.459 6.004
H -0.231 -7.503 4.683
H -1.339 -6.069 4.249
H 3.633 -5.036 4.895
H -1.330 -3.790 4.040
H -0.539 -3.738 2.612
Cl -1.960 -0.936 5.194
C -0.501 -1.275 6.105
C -0.593 -2.184 7.150
C 0.603 -2.611 7.753
C 1.845 -2.030 7.455
C 1.960 -1.163 6.396
C 0.752 -0.650 5.784
C 0.756 0.510 4.937
H -1.615 -2.505 7.432
H 0.624 -3.400 8.489
H 2.726 -2.318 8.034
H 2.936 -0.754 6.152
H -0.097 1.182 4.953
H 1.741 0.847 4.621
```

Computed properties:
HOMO energy (alpha / beta)	-11.44 / -11.39	eV
spin multiplicity	3
frontier orbital gap (alpha / beta)	4.92 / 4.88	eV
expectation value of S²	2.0279
net charge	+2
energy relative to the best compared isomer or geometry (same formula, charge and spin)	64.59	kJ/mol



(3)
A structure of composition C37H51HfN3P2S. Source: the Open Molecules 2025 dataset; level of theory: ωB97M-V/def2-TZVPD.

Geometry as XYZ:
```
95
C37H51HfN3P2S, DFT ωB97M-V/def2-TZVPD
Hf -1.303 0.025 0.250
C -3.705 -0.564 -0.442
C -3.693 0.785 -0.016
C -3.427 0.795 1.373
C -3.237 -0.535 1.794
C -3.415 -1.373 0.667
H -3.880 -0.915 -1.448
H -3.908 1.655 -0.618
H -3.390 1.662 2.008
H -3.025 -0.856 2.802
H -3.377 -2.448 0.670
C -0.367 -5.212 1.452
C -1.134 -3.983 0.952
C -1.652 -4.206 -0.473
P -0.251 -2.367 1.075
C 0.572 -2.203 2.719
C -0.385 -2.549 3.861
C 1.889 -2.974 2.819
C 1.049 -2.287 -0.176
C 1.609 -3.342 -0.903
C 2.521 -3.107 -1.921
C 3.120 -4.237 -2.710
C 2.868 -1.779 -2.202
C 2.336 -0.726 -1.486
C 1.425 -0.971 -0.458
N 0.810 0.092 0.266
C 1.705 0.983 0.908
C 3.012 0.630 1.248
C 3.828 1.528 1.916
C 3.390 2.797 2.286
C 4.283 3.744 3.037
C 2.083 3.137 1.962
C 1.248 2.249 1.286
P -0.451 2.614 0.842
C -0.353 3.723 -0.640
C 0.063 5.150 -0.284
C 0.645 3.130 -1.645
C -1.138 3.590 2.236
C -2.521 4.159 1.897
C -1.087 2.756 3.521
H -0.966 -6.103 1.264
H -0.174 -5.167 2.523
H 0.589 -5.345 0.945
H -1.987 -3.846 1.627
H -0.843 -4.483 -1.148
H -2.148 -3.329 -0.896
H -2.371 -5.026 -0.472
H 0.808 -1.135 2.766
H -0.523 -3.627 3.953
H -1.369 -2.095 3.742
H 0.031 -2.193 4.804
H 1.737 -4.050 2.747
H 2.352 -2.769 3.785
H 2.590 -2.674 2.039
H 1.346 -4.366 -0.671
H 2.924 -5.199 -2.241
H 4.199 -4.117 -2.805
H 2.707 -4.264 -3.721
H 3.578 -1.577 -2.996
H 2.631 0.294 -1.706
H 3.401 -0.346 0.990
H 4.839 1.226 2.167
H 5.326 3.610 2.755
H 4.209 3.574 4.113
H 4.011 4.782 2.847
H 1.712 4.114 2.251
H -1.357 3.743 -1.075
H 1.072 5.159 0.131
H -0.609 5.633 0.426
H 0.077 5.757 -1.190
H 1.663 3.261 -1.274
H 0.567 3.655 -2.598
H 0.503 2.062 -1.826
H -0.454 4.432 2.372
H -3.147 3.464 1.332
H -2.445 5.070 1.304
H -3.055 4.410 2.814
H -1.652 1.826 3.441
H -1.511 3.327 4.347
H -0.060 2.500 3.782
N -1.919 0.845 -6.986
C -1.264 -0.130 -6.342
S -0.435 -1.309 -7.119
C -1.298 -0.068 -4.840
C -0.781 -1.129 -4.105
C -0.794 -1.092 -2.730
N -1.297 -0.053 -2.034
C -1.799 0.974 -2.739
C -1.817 1.007 -4.116
H -1.912 0.841 -7.994
H -2.463 1.553 -6.531
H -0.368 -1.983 -4.625
H -0.388 -1.916 -2.160
H -2.193 1.807 -2.172
H -2.229 1.890 -4.581
```

Computed properties:
HOMO energy	-12.64	eV
frontier orbital gap	6.40	eV
net charge	+2



no.,molar mass (u)
1,806.80
2,951.33
3,810.34